Below is a single C24H28FN3O3 molecule, with properties calculated with wB97M-V/def2-TZVPD.

Properties
ΔE to the lowest compared entry with this formula, charge and spin   0.652 eV
Spin multiplicity   1
SMILES   CC[C@H]1CN(C(=O)N2CCC(C(=O)NCc3ccc(F)cc3)CC2)c2ccccc2O1

Each line ends with the Mulliken charge.
Atoms and positions in Å:
C1 -0.22 -3.35 0.15  -1.41
C2 0.34 -2.08 -0.47  0.38
C3 1.64 -2.34 -1.24  0.07
C4 2.09 -1.12 -2.03  -1.30
N1 2.37 -0.05 -1.09  0.50
C5 1.80 1.18 -1.33  0.54
O1 1.38 1.46 -2.43  -0.71
N2 1.76 2.07 -0.27  0.26
C6 1.30 1.64 1.04  -1.10
C7 -0.23 1.56 1.07  -0.34
C8 -0.85 2.90 0.68  0.27
C9 -2.37 2.73 0.68  -0.02
O2 -3.08 3.15 1.56  -0.68
N3 -2.85 2.01 -0.36  -0.09
C10 -4.20 1.51 -0.41  -1.41
C11 -4.20 0.02 -0.17  0.42
C12 -4.52 -0.88 -1.18  -0.53
C13 -4.45 -2.24 -0.96  -0.61
C14 -4.06 -2.69 0.29  0.45
F1 -3.98 -4.02 0.51  -0.39
C15 -3.73 -1.82 1.31  -0.51
C16 -3.81 -0.46 1.07  -0.15
C17 -0.28 3.41 -0.64  -0.48
C18 1.25 3.39 -0.59  -1.37
C19 3.30 -0.42 -0.11  0.34
C20 4.16 0.50 0.50  -0.04
C21 5.09 0.08 1.42  -0.84
C22 5.20 -1.26 1.75  -0.53
C23 4.37 -2.18 1.14  -0.58
C24 3.42 -1.78 0.21  -0.09
O3 2.67 -2.76 -0.37  -0.48
H1 -1.09 -3.13 0.75  0.26
H2 -0.50 -4.06 -0.63  0.37
H3 0.54 -3.82 0.78  0.31
H4 -0.39 -1.64 -1.15  0.37
H5 0.55 -1.35 0.33  -0.25
H6 1.48 -3.19 -1.92  0.46
H7 3.00 -1.36 -2.60  0.30
H8 1.33 -0.78 -2.73  0.52
H9 1.65 2.38 1.77  0.44
H10 1.74 0.67 1.30  0.45
H11 -0.56 1.27 2.07  0.64
H12 -0.55 0.78 0.37  -0.11
H13 -0.62 3.63 1.47  0.39
H14 -2.20 1.63 -1.04  0.27
H15 -4.75 2.03 0.38  0.46
H16 -4.65 1.74 -1.38  0.42
H17 -4.82 -0.51 -2.15  0.35
H18 -4.70 -2.95 -1.73  0.45
H19 -3.43 -2.21 2.27  0.46
H20 -3.56 0.24 1.86  0.48
H21 -0.58 2.77 -1.48  0.23
H22 -0.63 4.42 -0.84  0.41
H23 1.62 4.08 0.17  0.46
H24 1.65 3.68 -1.56  0.57
H25 4.08 1.54 0.22  0.46
H26 5.74 0.81 1.88  0.41
H27 5.93 -1.59 2.47  0.38
H28 4.44 -3.23 1.37  0.45

Below is a single C24H28N2O5 molecule, with properties calculated with wB97M-V/def2-TZVPD.

Properties
ΔE to the lowest compared entry with this formula, charge and spin   3.109 eV
Spin multiplicity   1
SMILES   COCCCN1C(=O)C(=O)/C(=C(/O)c2ccc(OCC(C)C)cc2)[C@@H]1c1cccnc1

Each line ends with the Mulliken charge.
Atoms and positions in Å:
C1 1.84 -7.08 -0.47  -0.79
O1 1.44 -5.85 0.09  -0.34
C2 2.42 -4.84 0.02  -0.57
C3 2.66 -4.32 -1.40  -0.33
C4 3.22 -2.90 -1.40  -1.26
N1 2.34 -1.92 -0.82  0.33
C5 2.59 -1.32 0.37  0.29
O2 3.51 -1.59 1.11  -0.66
C6 1.53 -0.24 0.56  0.94
O3 1.45 0.49 1.53  -0.66
C7 0.72 -0.27 -0.65  -0.81
C8 -0.22 0.62 -1.05  1.33
O4 -0.71 0.49 -2.31  -0.54
C9 -0.73 1.73 -0.25  -0.28
C10 -1.11 1.56 1.08  -0.61
C11 -1.60 2.62 1.81  -0.65
C12 -1.70 3.89 1.23  0.84
O5 -2.17 4.87 2.04  -0.33
C13 -2.25 6.19 1.56  -1.02
C14 -2.72 7.09 2.71  0.71
C15 -1.66 7.12 3.81  -1.42
C16 -3.01 8.49 2.19  -1.58
C17 -1.33 4.07 -0.10  -0.57
C18 -0.86 2.99 -0.83  -0.65
C19 1.17 -1.42 -1.51  -1.08
C20 0.07 -2.46 -1.59  0.11
C21 -0.47 -3.02 -0.44  -0.06
C22 -1.45 -3.98 -0.55  -0.71
C23 -1.87 -4.35 -1.82  -0.35
N2 -1.38 -3.80 -2.93  -0.67
C24 -0.44 -2.88 -2.81  0.33
H1 1.05 -7.79 -0.23  0.27
H2 2.78 -7.42 -0.04  0.32
H3 1.94 -7.01 -1.56  0.31
H4 3.36 -5.19 0.46  0.50
H5 2.03 -4.03 0.65  0.12
H6 3.37 -4.97 -1.93  0.57
H7 1.72 -4.35 -1.95  0.26
H8 3.45 -2.60 -2.43  0.32
H9 4.14 -2.87 -0.81  0.47
H10 -1.37 1.17 -2.48  0.45
H11 -1.04 0.58 1.54  0.42
H12 -1.90 2.50 2.83  0.42
H13 -2.96 6.25 0.73  0.47
H14 -1.27 6.53 1.21  0.47
H15 -3.64 6.65 3.11  0.24
H16 -2.02 7.70 4.66  0.40
H17 -1.44 6.11 4.14  0.36
H18 -0.75 7.58 3.45  0.32
H19 -2.12 8.94 1.76  0.34
H20 -3.79 8.47 1.43  0.39
H21 -3.35 9.13 3.00  0.42
H22 -1.40 5.03 -0.57  0.42
H23 -0.55 3.15 -1.85  0.49
H24 1.43 -1.09 -2.53  0.62
H25 -0.11 -2.70 0.53  0.49
H26 -1.87 -4.45 0.32  0.41
H27 -2.62 -5.10 -1.97  0.40
H28 -0.08 -2.47 -3.74  0.41

Below is a 2-piece molecular cluster, C24H28N2O6 overall, with properties calculated with wB97M-V/def2-TZVPD.

Properties
ΔE to the lowest compared entry with this formula, charge and spin   28.031 eV
Spin multiplicity   1

Each line ends with the Mulliken charge.
Atoms and positions in Å:
C1 2.01 -2.32 3.99  -1.05
H1 2.83 -2.56 3.35  0.27
O1 1.39 -1.34 3.59  -0.04
C2 0.15 -0.95 4.28  -1.05
C3 -1.18 -2.00 4.04  -0.68
C4 -1.37 -2.14 2.62  -0.49
N1 -1.77 -0.86 1.87  0.07
C5 -2.61 -1.18 0.87  -0.07
O2 -3.38 -2.07 0.73  -0.62
C6 -2.73 0.14 0.08  0.67
H2 -2.09 1.06 0.59  0.45
C7 -4.01 0.40 -0.55  -0.43
C8 -4.37 0.61 -1.97  -2.26
C9 -2.94 1.58 -2.36  0.97
O3 -3.19 2.44 -3.18  -0.67
N2 -1.83 1.23 -2.02  0.35
C10 -0.80 1.67 -2.53  0.16
C11 -0.46 3.09 -2.50  -0.20
C12 0.83 3.47 -2.99  -1.21
C13 1.69 2.86 -3.62  1.37
C14 1.41 1.31 -3.82  0.58
C15 0.39 0.98 -3.23  -0.57
H3 0.23 -0.23 -3.27  -0.06
O4 2.51 0.95 -4.35  -0.52
C16 3.51 1.60 -4.85  -0.27
O5 2.85 2.99 -4.19  -0.71
H4 4.14 1.62 -4.30  0.46
H5 3.59 1.80 -5.81  0.37
H6 0.87 4.78 -3.03  0.03
H7 -1.19 3.68 -1.97  0.49
C17 -1.63 -0.14 -1.16  -1.21
C18 -0.37 -0.43 -0.73  0.07
C19 0.25 -1.61 -0.68  0.23
C20 1.33 -1.88 -0.22  -1.10
C21 2.12 -0.85 0.43  0.51
C22 1.83 0.41 0.61  -0.99
C23 0.38 0.50 -0.06  0.49
H8 0.00 1.89 0.21  0.02
H9 2.20 1.23 1.02  1.00
O6 3.53 -1.10 0.92  -0.51
C24 4.04 -0.17 1.83  -1.24
H10 3.65 0.35 2.56  0.45
H11 4.37 0.66 0.98  0.37
H12 4.89 -0.73 1.98  0.41
H13 1.96 -2.87 -0.36  0.19
H14 -0.41 -2.49 -1.08  0.18
H15 -2.21 -0.98 -1.60  0.70
H16 -4.30 -0.26 -2.35  0.67
H17 -5.02 1.10 -2.20  0.85
H18 -4.44 1.40 0.04  0.22
H19 -4.69 -0.49 -0.18  0.12
H20 -0.91 -0.39 1.83  0.24
H21 -2.08 -3.10 2.70  0.26
H22 -0.49 -2.63 2.30  0.43
H23 -0.87 -2.75 4.80  0.44
H24 -1.78 -1.25 4.71  0.23
H25 -0.17 0.05 3.85  0.26
H26 0.48 -0.74 5.27  0.56
H27 2.48 -2.22 4.97  0.33
H28 1.38 -3.09 4.15  0.50

Max |F|: 0.016; 0.015; 0.360 (hartree/bohr)
E_LUMO: 0.0238; -0.0100; 0.0165 (Eh)
Orbital gap: 8.921; 8.343; 7.776 (eV)